{
  "formula": "C2H6N2O",
  "method": "ωB97M-V/def2-TZVPD",
  "e_lumo_ev": 1.019,
  "e_tot_ev": -7195.3255,
  "smiles": "[H]/N=C/NOC",
  "homo_lumo_gap_ev": 10.0,
  "symbols": ["C", "C", "H", "H", "H", "H", "H", "H", "N", "N", "O"],
  "xyz": [[-1.500, -0.418, 0.112], [1.281, 0.338, 0.083], [-1.889, -0.171, 1.098], [-0.774, -1.056, 0.307], [-2.258, -0.925, -0.576], [0.244, 1.990, -0.406], [2.082, 0.760, 0.681], [2.104, -1.365, -0.102], [0.201, 1.126, -0.071], [1.301, -0.767, -0.464], [-0.792, 0.487, -0.662]]
}


{
  "formula": "Br2H4OSi2",
  "method": "ωB97M-V/def2-TZVPD",
  "e_lumo_ev": -0.855,
  "e_tot_ev": -157953.6291,
  "smiles": "Br[SiH2]Br.O=[SiH2]",
  "homo_lumo_gap_ev": 9.2,
  "symbols": ["O", "Si", "Si", "Br", "Br", "H", "H", "H", "H"],
  "xyz": [[0.894, 0.722, 0.129], [-1.195, -0.761, 1.097], [1.531, 0.920, -1.231], [-2.064, 0.491, -0.549], [0.092, -2.259, 0.213], [-2.314, -1.524, 1.659], [-0.734, 0.010, 2.413], [3.005, 1.167, -1.345], [0.786, 1.234, -2.387]]
}


{
  "formula": "C22H23Cl3GeN6O2PtS",
  "method": "ωB97M-V/def2-TZVPD",
  "e_lumo_ev": [-3.331, -6.256],
  "spin_multiplicity": 6,
  "e_tot_ev": -144375.9243,
  "total_charge": 1,
  "homo_lumo_gap_ev": [6.1, 5.3],
  "symbols": ["Pt", "C", "C", "N", "N", "C", "S", "N", "N", "H", "H", "H", "H", "H", "H", "C", "C", "N", "O", "C", "C", "N", "O", "H", "H", "H", "H", "H", "H", "H", "Cl", "Ge", "Cl", "Cl", "C", "C", "C", "C", "C", "C", "C", "C", "C", "C", "C", "C", "C", "C", "C", "H", "H", "H", "H", "H", "H", "H", "H", "H", "H"],
  "xyz": [[-0.125, 1.296, -1.577], [-4.966, -1.140, -0.835], [-4.105, -0.351, 0.071], [-4.293, -0.104, 1.320], [-3.221, 0.636, 1.706], [-2.356, 0.862, 0.716], [-0.911, 1.723, 0.828], [-2.909, 0.227, -0.344], [-2.404, 0.237, -1.638], [-5.829, -1.501, -0.284], [-4.416, -1.995, -1.236], [-5.297, -0.522, -1.670], [-3.177, 1.012, 2.639], [-3.055, 0.751, -2.246], [-2.310, -0.718, -1.974], [4.085, 3.028, -2.377], [2.681, 2.672, -2.013], [2.283, 1.484, -1.793], [3.171, 0.489, -1.954], [1.652, 3.701, -1.867], [1.999, 5.147, -1.738], [0.424, 3.305, -1.872], [-0.551, 4.139, -1.727], [4.545, 2.201, -2.913], [4.663, 3.205, -1.467], [4.116, 3.928, -2.985], [2.688, -0.302, -1.660], [2.871, 5.272, -1.100], [1.152, 5.678, -1.311], [2.217, 5.583, -2.715], [-2.967, 6.091, -3.332], [-2.856, 4.114, -2.461], [-3.448, 4.376, -0.380], [-4.696, 2.843, -3.227], [0.334, -0.626, -1.232], [0.594, -1.443, -0.350], [0.850, -2.293, 0.732], [2.144, -2.078, 1.390], [3.308, -1.901, 0.632], [4.517, -1.615, 1.240], [4.589, -1.491, 2.621], [3.443, -1.657, 3.388], [2.232, -1.941, 2.783], [-0.207, -3.107, 1.275], [-1.538, -2.939, 0.842], [-2.565, -3.666, 1.406], [-2.302, -4.596, 2.406], [-0.990, -4.815, 2.808], [0.045, -4.091, 2.248], [3.266, -2.043, -0.441], [5.405, -1.488, 0.635], [5.533, -1.264, 3.097], [3.493, -1.550, 4.463], [1.335, -2.022, 3.381], [-1.733, -2.214, 0.061], [-3.585, -3.517, 1.073], [-3.111, -5.154, 2.857], [-0.776, -5.559, 3.564], [1.067, -4.294, 2.535]]
}


{
  "formula": "C4H5Cl2NS",
  "method": "ωB97M-V/def2-TZVPD",
  "e_lumo_ev": -0.037,
  "e_tot_ev": -41597.5942,
  "smiles": "C[C@]1(Cl)CSN=C1Cl",
  "homo_lumo_gap_ev": 8.3,
  "symbols": ["C", "C", "C", "C", "N", "S", "Cl", "Cl", "H", "H", "H", "H", "H"],
  "xyz": [[-1.409, 0.346, -0.265], [0.338, -1.333, 0.355], [0.017, 0.111, 0.285], [1.047, 1.065, -0.325], [-2.169, -0.814, -0.479], [-1.353, -2.157, -0.220], [-1.997, 1.765, -0.935], [-0.182, 0.699, 2.057], [1.187, -1.604, -0.262], [0.650, -1.914, 1.351], [1.864, 1.122, 0.378], [0.626, 2.086, -0.610], [1.382, 0.626, -1.331]]
}